129
Properties=species:S:1:pos:R:3:forces:R:3:mulliken_charge:R:1 method="wB97M-V/def2-TZVPD" de_lowest_kj_mol=91.3 lumo_energy_ev=-0.65 homo_lumo_gap_ev=5.1280 charge=0 homo_ev=-5.78 total_energy_ha=-3737.743480
Ba 0.0411 0.0447 0.8957 0.7 -0.7 -2.0 1.18
O -2.6273 -1.9355 -1.8496 0.0 -0.3 0.1 -0.33
C -2.3283 -3.3063 -1.8986 0.2 0.3 0.0 -0.76
C -0.8410 -3.6007 -1.8599 0.1 0.1 0.1 0.86
C -0.3489 -4.7394 -2.4833 0.0 -0.1 -0.1 -1.09
C 0.9966 -5.0392 -2.3818 0.1 -0.1 -0.1 -0.41
C 1.8186 -4.1901 -1.6609 0.0 0.0 0.0 -1.01
C 1.2494 -3.0720 -1.0783 -0.3 0.2 0.1 -0.53
N -0.0522 -2.7691 -1.1693 0.0 -0.1 0.0 0.59
H -2.1793 -1.5910 -1.0590 -0.2 0.2 0.0 -0.09
H -2.7485 -3.7102 -2.8184 0.0 0.0 -0.1 0.47
H -2.7914 -3.8520 -1.0654 -0.1 0.0 0.1 0.15
H -1.0224 -5.3772 -3.0450 0.0 0.0 0.0 0.47
H 1.4004 -5.9252 -2.8581 0.0 0.0 0.0 0.40
H 2.8780 -4.3801 -1.5477 0.0 0.0 0.0 0.49
H 1.8700 -2.3857 -0.5109 -0.1 0.0 0.0 0.63
C -6.1917 -4.0036 0.9535 0.1 0.1 0.2 -0.97
O -5.1745 -3.8167 1.9370 -0.1 0.0 -0.4 -0.25
C -5.4996 -3.9555 3.2340 -0.2 -0.1 -0.1 1.10
C -6.7209 -4.4307 3.7000 0.1 0.0 0.2 -0.66
C -6.9253 -4.5947 5.0681 0.0 0.0 -0.1 -0.70
C -5.9233 -4.2917 5.9765 0.0 0.0 -0.1 -0.73
C -4.7141 -3.7907 5.5070 0.0 0.1 0.2 -0.44
C -4.5119 -3.6039 4.1551 0.5 0.3 0.0 -0.11
N -3.2442 -3.1099 3.6862 -0.4 -0.5 0.4 0.11
C -2.9883 -2.1579 2.8128 0.0 0.4 -0.1 -0.55
C -3.7918 -1.1274 2.3312 -0.1 -0.4 0.2 0.45
C -5.0338 -0.7219 2.9151 0.2 -0.2 0.0 -0.55
C -5.7016 0.3403 2.4137 0.2 0.3 -0.4 -0.98
C -5.1430 1.0485 1.2937 -0.3 0.0 0.2 -0.56
C -3.9618 0.7096 0.7194 0.1 -0.2 0.0 -0.29
C -3.2338 -0.4194 1.2145 0.5 -0.3 -0.3 0.22
O -2.1301 -0.8141 0.6930 -2.2 -0.2 0.0 -0.59
H -5.7292 -3.7694 0.0010 0.0 0.0 0.0 0.14
H -7.0223 -3.3196 1.1316 0.0 0.0 0.0 0.42
H -6.5485 -5.0336 0.9508 0.0 -0.1 0.0 0.38
H -7.5030 -4.6889 3.0011 0.0 0.0 0.0 0.43
H -7.8778 -4.9754 5.4171 0.0 0.0 0.0 0.40
H -6.0779 -4.4259 7.0388 0.0 0.0 0.0 0.39
H -3.9215 -3.5187 6.1969 -0.1 0.0 0.0 0.47
H -2.4327 -3.6089 4.0203 -0.1 -0.1 -0.1 0.35
H -1.9673 -2.1870 2.4492 0.0 0.1 0.0 0.79
H -5.4137 -1.2368 3.7895 0.0 0.0 -0.1 0.48
H -6.6268 0.6722 2.8642 0.0 0.0 -0.1 0.44
H -5.6821 1.9043 0.9005 0.0 0.0 0.0 0.45
H -3.5307 1.2630 -0.1096 -0.1 -0.1 0.1 0.33
C -2.9321 2.8014 -2.8519 -0.2 0.0 -0.1 -1.93
P -1.5555 1.7194 -2.3283 0.7 0.0 0.0 1.86
C -1.4155 0.5221 -3.6996 -0.1 -0.1 -0.1 0.24
C -2.3748 0.4119 -4.7007 0.0 0.0 -0.1 -0.99
C -2.3107 -0.6067 -5.6487 0.1 0.0 0.1 -0.68
C -1.2733 -1.5280 -5.6094 0.0 0.1 0.1 -0.84
C -0.3012 -1.4237 -4.6169 -0.1 0.1 -0.1 -0.35
C -0.3806 -0.4173 -3.6658 0.0 0.0 0.0 0.28
C -0.1579 2.8834 -2.6601 0.1 0.1 0.0 0.80
C 0.8488 2.6893 -3.6054 0.0 0.0 0.0 -0.37
C 1.8749 3.6219 -3.7572 -0.1 -0.1 0.1 -0.49
C 1.9008 4.7663 -2.9734 -0.1 -0.1 0.0 -0.62
C 0.9010 4.9736 -2.0298 0.0 -0.1 -0.1 -0.68
C -0.1063 4.0352 -1.8692 0.0 0.0 0.0 -0.82
H -3.8610 2.2318 -2.9206 0.0 0.0 0.0 0.51
H -2.7261 3.2851 -3.8071 0.0 0.0 0.0 0.55
H -3.0704 3.5685 -2.0903 0.0 0.0 0.0 0.43
H -3.1899 1.1238 -4.7524 0.0 -0.1 0.0 0.31
H -3.0733 -0.6758 -6.4156 0.0 0.0 0.0 0.38
H -1.2225 -2.3241 -6.3433 0.0 0.0 0.0 0.39
H 0.5104 -2.1431 -4.5731 0.0 0.0 0.0 0.35
H 0.3778 -0.3791 -2.8903 -0.1 0.1 0.0 0.05
H 0.8443 1.8086 -4.2368 0.0 0.0 0.0 0.39
H 2.6514 3.4493 -4.4959 0.0 0.0 0.0 0.49
H 2.7005 5.4885 -3.0887 0.0 0.0 0.0 0.41
H 0.9180 5.8548 -1.3988 0.0 0.0 0.0 0.41
H -0.8582 4.1953 -1.1014 0.0 0.0 0.0 0.04
S 6.6061 0.7935 -4.1818 0.3 -0.1 -0.1 -0.17
C 5.0841 0.3744 -3.3638 -0.2 0.0 0.0 0.30
C 4.4110 -0.7987 -3.6788 0.1 0.0 0.0 -1.02
C 3.2081 -1.0617 -3.0422 -0.1 0.2 0.1 -0.01
N 2.6434 -0.2413 -2.1485 0.4 0.1 0.0 0.50
C 3.3156 0.8819 -1.8411 -0.3 -0.4 -0.1 -0.90
C 4.5327 1.2148 -2.4132 0.1 0.1 0.0 -0.75
C 6.0381 2.1651 -5.1663 -0.2 0.2 0.0 0.32
C 6.1213 3.4666 -4.6906 0.1 0.0 0.1 -0.03
C 5.6187 4.4995 -5.4688 -0.1 0.0 -0.3 -0.48
N 5.0569 4.3221 -6.6692 0.2 -0.3 0.2 -0.61
C 5.0017 3.0644 -7.1225 0.0 0.3 0.1 -0.41
C 5.4748 1.9666 -6.4185 0.0 -0.1 0.0 -0.20
H 4.8088 -1.4855 -4.4156 0.0 0.0 0.0 0.46
H 2.6589 -1.9659 -3.2851 0.0 0.0 0.1 0.21
H 2.8578 1.5454 -1.1188 0.0 0.0 0.0 0.97
H 5.0256 2.1359 -2.1255 0.0 -0.1 0.0 0.46
H 6.5709 3.6733 -3.7273 0.0 0.0 0.0 0.42
H 5.6666 5.5212 -5.1063 0.0 0.0 0.0 0.40
H 4.5510 2.9264 -8.0992 0.0 0.0 0.0 0.36
H 5.3984 0.9699 -6.8348 0.0 0.0 0.0 0.39
C 4.5209 -2.0643 3.8990 0.2 -0.1 -0.1 -2.07
C 3.3109 -1.3117 4.4275 -0.2 0.0 -0.2 1.74
C 3.1222 -1.6256 5.8963 0.1 -0.1 0.3 -1.93
O 2.1609 -1.8032 3.7083 -0.1 0.6 -0.4 -1.24
B 1.7637 -0.8866 2.6873 1.6 -0.8 2.0 0.80
O 2.5440 0.3093 2.8801 -0.4 -0.9 -0.1 -0.13
C 3.3315 0.2074 4.0956 -0.2 0.1 -0.3 1.81
C 4.7069 0.7724 3.8052 0.2 0.2 0.1 -1.98
C 2.6298 1.0718 5.1295 -0.1 0.2 0.2 -2.17
H 4.3561 -3.1327 4.0537 0.0 0.0 0.0 0.52
H 5.4453 -1.7789 4.4107 -0.1 0.0 0.0 0.33
H 4.6491 -1.8971 2.8280 0.0 0.0 0.0 0.29
H 3.0965 -2.7095 6.0289 0.0 0.0 0.0 0.47
H 2.1885 -1.2154 6.2795 0.0 0.0 0.0 0.34
H 3.9485 -1.2315 6.4987 -0.1 0.0 -0.1 0.32
H 5.1817 0.2685 2.9642 -0.1 0.0 0.0 0.36
H 5.3640 0.6872 4.6787 -0.1 0.0 -0.1 0.34
H 4.6166 1.8316 3.5521 0.0 -0.1 0.0 0.45
H 1.6144 0.7161 5.3185 0.1 0.0 0.0 0.32
H 2.5615 2.0892 4.7367 0.0 0.0 0.0 0.50
H 3.1720 1.1031 6.0798 0.0 0.0 -0.1 0.35
C -1.5800 4.2019 3.9096 0.2 0.0 -0.1 -1.15
N -0.5962 3.8755 2.8815 0.1 0.4 0.1 0.23
C 0.3970 4.7796 2.5623 -0.2 0.0 0.1 -0.40
C 1.3523 4.5342 1.6564 -0.1 -0.1 0.0 -1.02
C 1.3295 3.2514 0.9560 -0.6 -0.2 0.5 0.58
O 2.1786 2.9221 0.1369 0.1 0.0 -0.1 -0.74
N 0.2806 2.4041 1.2645 0.2 2.4 0.5 0.17
C -0.6284 2.6548 2.2365 0.1 -0.6 -0.3 0.43
O -1.4746 1.7787 2.5559 0.5 0.6 -0.3 -0.83
H -1.0821 4.4235 4.8531 0.0 0.0 0.0 0.35
H -2.2259 3.3424 4.0418 0.0 -0.1 0.0 0.31
H -2.1787 5.0615 3.6068 0.0 0.0 0.0 0.34
H 0.3531 5.7101 3.1137 0.0 0.0 0.0 0.47
H 2.1297 5.2537 1.4434 0.0 0.0 0.0 0.54